[1]
2 unconnected molecules or ions with the total composition C3H11N3 at a distorted geometry, computed with ωB97M-V with the def2-TZVPD basis set.

```
17
C3H11N3 (ωB97M-V with the def2-TZVPD basis set)
C 2.582 -2.480 1.649
C 2.870 -1.312 1.090
N 1.971 -0.447 0.448
H 1.567 -2.863 1.549
H 3.228 -3.060 2.286
H 3.889 -0.947 1.088
H 1.097 -0.955 0.243
H 2.304 -0.217 -0.487
N -3.314 1.032 -0.817
C -2.163 1.917 -0.693
N -0.968 1.451 -1.387
H -3.840 0.960 0.043
H -3.038 0.122 -1.151
H -2.391 2.927 -1.075
H -1.872 2.120 0.344
H -0.649 0.648 -0.839
H -1.272 1.105 -2.291
```

Properties
Spin multiplicity ... 2
LUMO energy (alpha / beta) ... 4.2 / 4.0 eV
Net charge ... -1
<S²> ... 0.750
HOMO-LUMO gap (alpha / beta) ... 0.1100 / 0.3380 Ha
E_tot ... -7757.4035 eV

***

[2]
A molecular structure, C35H36CsN7O3P2S2Se2 at a distorted geometry, computed with ωB97M-V with the def2-TZVPD basis set.

```
88
C35H36CsN7O3P2S2Se2 (ωB97M-V with the def2-TZVPD basis set)
Cs 1.245 0.454 0.735
Se -1.445 -1.809 0.120
P -2.723 -0.098 0.296
Se -1.776 2.039 0.723
C -3.692 -0.060 -1.272
C -3.693 1.078 -2.092
C -4.437 1.089 -3.277
C -5.182 -0.034 -3.648
C -5.184 -1.170 -2.834
C -4.442 -1.184 -1.649
C -3.970 -0.417 1.621
C -3.908 -1.556 2.440
C -4.872 -1.763 3.431
C -5.902 -0.836 3.612
C -5.969 0.300 2.800
C -5.006 0.509 1.808
H -3.124 1.955 -1.823
H -4.436 1.969 -3.908
H -5.757 -0.024 -4.564
H -5.762 -2.039 -3.120
H -4.452 -2.068 -1.025
H -3.121 -2.287 2.322
H -4.821 -2.642 4.061
H -6.648 -0.997 4.379
H -6.767 1.018 2.940
H -5.068 1.392 1.185
N -2.946 -3.594 -5.920
C -1.733 -3.199 -5.330
C -0.992 -2.147 -5.882
C 0.167 -1.683 -5.252
C 0.545 -2.232 -4.030
C -0.216 -3.240 -3.435
C -1.367 -3.702 -4.077
S 2.076 -1.692 -3.216
O 2.550 -2.959 -2.649
O 2.908 -1.228 -4.327
N 1.661 -0.633 -2.100
C 1.382 0.954 -2.479
N 1.299 2.394 -1.632
C 1.061 3.500 -2.327
C 0.874 3.472 -3.686
C 0.921 2.243 -4.336
N 1.139 1.023 -3.789
H -2.950 -3.450 -6.924
H -3.207 -4.541 -5.664
H -1.299 -1.685 -6.814
H 0.763 -0.891 -5.695
H 0.090 -3.658 -2.481
H -1.964 -4.468 -3.592
H 1.030 4.421 -1.760
H 0.694 4.381 -4.244
H 0.775 2.205 -5.413
N 1.821 3.446 4.981
C 0.650 2.855 5.429
C -0.042 3.072 6.631
C -1.219 2.334 6.842
C -1.677 1.416 5.882
C -0.948 1.225 4.678
C 0.194 1.969 4.519
N 0.940 1.873 3.453
C 1.997 2.804 3.705
C 3.179 3.128 2.802
C 4.119 4.008 3.112
S 5.348 4.126 1.813
C 4.395 2.894 0.935
N 3.425 2.458 1.396
H 2.386 4.146 5.451
H 0.331 3.786 7.356
H -1.772 2.484 7.764
H -2.582 0.857 6.058
H -1.301 0.507 3.922
H 4.162 4.586 4.017
H 4.639 2.500 -0.012
C 5.899 -1.637 2.318
P 5.086 -1.669 0.734
C 4.929 -3.391 0.306
C 6.256 -0.989 -0.424
O 3.772 -0.943 0.734
H 6.851 -2.174 2.279
H 5.272 -2.107 3.080
H 6.100 -0.607 2.625
H 5.904 -3.886 0.316
H 4.500 -3.500 -0.694
H 4.277 -3.905 1.018
H 7.199 -1.542 -0.396
H 6.466 0.058 -0.186
H 5.861 -1.037 -1.442
H 1.230 -1.552 2.789
```

Properties
LUMO energy (alpha / beta) ... 3.2 / 3.2 eV
Net charge ... -2
HOMO-LUMO gap (alpha / beta) ... 0.0975 / 0.0975 Ha
E_tot ... -224937.6749 eV

***

Here are the calculated ΔE to the lowest compared entry with this formula, charge and spin numbers, same order: 75.8, 312.4 (kJ/mol).